DFT (the ωB97M-V functional and the def2-TZVPD basis) results for a molecular structure, CuI.

Values from the calculation:
HOMO energy (spin up / spin down) ... -13.407 / -13.052 eV
Net charge ... +1
Spin multiplicity ... 2
Kohn-Sham gap (spin up / spin down) ... 5.49 / 5.14 eV
Maximum force ... 0.1 eV Å⁻¹
Energy above the lowest of the compared OMol25 structures with the same formula, charge and spin ... 32.81 kcal per mole
<S²> ... 0.753

Geometry as XYZ:
```
2
Properties=species:S:1:pos:R:3:forces:R:3
Cu -0.76181 -1.61898 -1.67335 0.0455 0.0961 0.0995
I 0.76181 1.61898 1.67336 -0.0455 -0.0961 -0.0995
```
Forces are in eV/Å.

Löwdin atomic charges, in units of e: 0.959, 0.041

DFT (the ωB97M-V functional and the def2-TZVPD basis) results for a molecular structure, CuIZn.

Values from the calculation:
HOMO energy (spin up / spin down) ... -24.867 / -24.796 eV
Net charge ... +3
Spin multiplicity ... 2
Kohn-Sham gap (spin up / spin down) ... 6.48 / 6.08 eV
Maximum force ... 1.0 eV Å⁻¹
Energy above the lowest of the compared OMol25 structures with the same formula, charge and spin ... 0.00 kcal per mole
<S²> ... 0.757

Geometry as XYZ:
```
3
Properties=species:S:1:pos:R:3:forces:R:3
Cu -2.29024 1.09264 0.03269 -0.5040 0.2986 0.0008
Zn 2.49094 -0.04446 -0.16744 -0.4779 -0.3466 0.0737
I -0.20070 -1.04818 0.13475 0.9819 0.0480 -0.0745
```
Forces are in eV/Å.

Here are the Löwdin charges for atoms 1 to 2, given in e: 0.730, 1.304

DFT (the ωB97M-V functional and the def2-TZVPD basis) results for a molecular structure, F12KP2.

Values from the calculation:
HOMO energy ... -8.661 eV
Net charge ... -1
Spin multiplicity ... 1
Kohn-Sham gap ... 9.94 eV
Maximum force ... 2.6 eV Å⁻¹
Energy above the lowest of the compared OMol25 structures with the same formula, charge and spin ... 29.99 kcal per mole

Geometry as XYZ:
```
15
Properties=species:S:1:pos:R:3:forces:R:3
K 0.15886 -0.38579 2.54197 -0.0932 0.1682 -0.9643
P 2.07500 -1.99318 -0.38000 0.7980 0.5419 -1.7261
F 2.70729 -3.35117 0.27966 -0.0685 0.8215 -0.0325
F 1.82359 -2.71398 -1.78478 0.9893 0.2556 -0.4686
F 0.59534 -2.58191 -0.01684 -0.2386 1.1835 1.0699
F 1.55485 -0.53086 -0.97408 -0.2413 -1.5865 0.2873
F 2.15538 -1.19570 1.05410 0.1692 -0.5238 0.7073
F 3.62662 -1.51146 -0.79540 -1.4538 -0.6405 0.6247
P -2.06284 2.04210 -0.01292 -2.6131 -0.2049 0.1517
F -1.47840 2.38125 -1.43197 0.8617 1.0542 -0.3346
F -1.47786 3.33088 0.72743 0.1769 0.9668 -0.0075
F -3.44127 2.85420 -0.28409 0.0317 0.6643 -1.6009
F -2.90855 1.62314 1.32503 1.4621 -1.1672 1.4194
F -2.65067 0.69226 -0.72016 0.3384 -0.1851 0.6902
F -0.67736 1.34022 0.47203 -0.1188 -1.3481 0.1839
```
Forces are in eV/Å.

Here are the Löwdin charges for atoms 1 to 2, given in e: 0.946, 0.226

DFT (the ωB97M-V functional and the def2-TZVPD basis) results for a molecular structure, F14N7NaO28S14.

Values from the calculation:
HOMO energy ... 3.163 eV
Net charge ... -6
Spin multiplicity ... 1
Kohn-Sham gap ... 6.67 eV
Maximum force ... 7.0 eV Å⁻¹
Energy above the lowest of the compared OMol25 structures with the same formula, charge and spin ... 6.72 kcal per mole

Geometry as XYZ:
```
64
Properties=species:S:1:pos:R:3:forces:R:3
Na 0.11031 0.03743 -0.02584 -0.1468 0.2233 -0.0279
N -0.56513 3.14307 4.05391 -1.9235 -2.9347 -1.4496
S -1.54385 4.12649 3.34971 0.2865 5.9277 -0.3967
O -2.94274 4.11424 3.73103 1.0056 -0.1285 -0.2271
O -1.15412 4.64644 2.06646 -0.9654 -1.4815 -0.0864
F -0.92052 5.41664 4.17211 -0.5211 0.2865 1.1669
S -1.17949 1.75688 3.32739 3.1210 -4.0202 0.6406
O -0.62036 1.48517 2.02045 -0.9003 0.9932 1.1297
O -2.50225 1.33049 3.65161 -0.1242 0.9578 -0.2619
F -0.33242 0.73537 4.25632 -0.0589 0.8723 -0.1846
N -2.48577 -3.11900 2.38143 -1.0605 -3.5839 0.6508
S -2.44111 -4.53767 3.19289 -2.2754 -1.7440 -0.5443
O -3.11141 -4.45390 4.46933 0.1348 0.0504 -0.2476
O -1.33862 -5.46050 3.11894 -0.2260 0.9995 0.0981
F -3.51828 -5.33377 2.27387 -0.0547 0.5392 0.2125
S -1.12689 -2.55593 2.79788 5.5453 4.1846 -1.0022
O 0.07566 -3.22462 2.35178 -1.5537 0.2370 0.5196
O -1.09476 -1.97167 4.10644 -0.3308 -0.4964 0.1850
F -1.14327 -1.25156 1.82165 -0.4314 -0.7134 0.4607
N -1.94900 1.10928 -0.77834 1.5260 2.5399 -2.2406
S -1.60449 2.39596 -1.80994 4.6919 -0.2806 -0.9994
O -1.93169 3.72730 -1.38000 -0.6685 -0.7893 0.0461
O -1.60587 2.12807 -3.21335 -1.3617 -0.3293 0.3418
F -0.01097 2.31602 -1.55626 -0.9972 0.3289 0.5520
S -3.28984 1.63872 -0.25585 -3.7795 -1.1560 2.9431
O -4.28351 1.63345 -1.32548 0.2227 0.8959 1.0300
O -3.29935 2.61946 0.80301 -0.2626 0.0391 -1.4903
F -3.66220 0.36866 0.61096 -0.2199 -0.6976 -0.2125
N 1.33498 -0.62593 -4.76411 -2.8061 0.6395 -0.8856
S -0.24856 -0.27268 -5.13839 -2.4658 -2.7248 -1.9194
O -0.61820 0.90351 -5.89388 1.0946 -0.4421 0.5100
O -1.21140 -0.80311 -4.21202 0.9820 1.0424 -0.2656
F -0.33178 -1.39783 -6.30760 0.4101 -0.0194 -0.3557
S 1.42150 0.36872 -3.57336 3.6759 2.7266 4.4213
O 0.89436 -0.02388 -2.27579 0.2564 0.1698 -2.0659
O 1.33119 1.75802 -3.96527 -0.4344 -1.0135 0.1841
F 3.01993 0.24103 -3.31012 -0.5582 -0.4049 -0.3417
N 3.29510 3.87974 1.40068 0.3966 -0.9679 -3.6307
S 3.20794 3.06439 -0.07771 -2.1844 -2.8072 -0.2743
O 4.28029 2.16338 -0.36885 -0.0877 0.5153 0.9263
O 2.69576 3.79144 -1.20513 0.5025 0.7232 0.7184
F 1.92786 2.13581 0.28420 1.3557 0.5032 0.2800
S 3.76966 5.25890 0.80366 0.5129 2.5783 2.5116
O 2.73211 6.17455 0.40665 0.7699 -0.2241 0.0259
O 5.05831 5.36050 0.15185 -0.5447 -0.3030 -0.4308
F 4.21474 5.80828 2.29407 -0.2167 0.4297 -0.0850
N -2.33626 -3.62033 -1.90895 2.7302 0.2670 0.9324
S -2.42291 -4.78421 -2.88094 -2.0346 -2.6573 -3.4799
O -1.66269 -5.99037 -2.63705 0.2846 0.4350 -0.0326
O -2.55387 -4.39777 -4.27721 -0.0742 -0.4817 0.8782
F -3.90919 -5.37004 -2.55596 -0.2966 0.5496 0.1980
S -0.64710 -3.51143 -1.81500 1.1414 2.2622 2.1423
O -0.00277 -3.18390 -3.05873 -0.6969 -1.1070 0.8194
O -0.02544 -4.37975 -0.83953 -1.0111 0.6141 -1.5300
F -0.66942 -2.10235 -1.05201 -0.2803 -0.5108 -0.1820
N 2.07020 -1.10077 0.55690 1.5063 1.0476 4.0444
S 3.07580 -2.09373 -0.04401 0.4317 -4.4694 -5.2603
O 2.99616 -3.47689 0.41263 0.6018 1.6623 0.0827
O 4.36155 -1.57181 -0.42169 0.1467 -0.2504 0.7732
F 2.38171 -2.21615 -1.48273 -0.0682 0.0846 0.4396
S 2.94819 -0.89653 2.01463 -1.5048 2.9046 1.7122
O 4.12399 -0.08825 1.92407 0.5054 -0.7520 -0.4941
O 2.95734 -2.02206 2.90128 -0.0815 0.2908 -0.5328
F 2.01288 0.20101 2.70328 -0.6300 -1.0302 -0.4394
```
Forces are in eV/Å.

Here are the Löwdin charges for atoms 1 to 2, given in e: 0.239, -0.263